C22H65N5O8 | ωB97M-V with the def2-TZVPD basis set

Geometry (Å):
O -16.614 -17.378 -18.500
H -16.248 -17.635 -19.347
H -17.440 -17.857 -18.440
O -13.611 -12.996 -13.417
H -14.023 -13.684 -12.893
H -14.342 -12.460 -13.726
C -14.208 -13.610 -17.241
C -15.142 -13.929 -18.365
O -16.288 -14.608 -17.920
H -14.677 -13.003 -16.466
H -13.410 -12.956 -17.595
H -13.683 -14.460 -16.806
H -14.583 -14.468 -19.131
H -15.477 -12.962 -18.740
H -16.186 -15.559 -17.837
C -11.753 -10.422 -17.391
C -12.625 -9.212 -17.382
C -14.063 -9.575 -17.485
O -14.224 -10.027 -18.861
C -15.577 -10.104 -19.197
N -12.433 -8.571 -16.091
H -10.715 -10.278 -17.091
H -11.665 -10.889 -18.372
H -12.145 -11.143 -16.674
H -12.297 -8.465 -18.105
H -14.645 -8.669 -17.315
H -14.369 -10.309 -16.739
H -16.104 -10.741 -18.485
H -15.627 -10.594 -20.169
H -16.010 -9.105 -19.247
H -13.040 -7.764 -16.079
H -12.635 -9.097 -15.253
C -12.369 -16.793 -15.195
C -11.403 -17.361 -16.236
C -10.743 -16.195 -17.062
O -11.662 -15.718 -18.057
C -11.195 -14.692 -18.932
N -10.351 -18.031 -15.457
H -13.213 -16.338 -15.713
H -11.853 -15.991 -14.668
H -12.731 -17.498 -14.446
H -11.894 -18.168 -16.780
H -9.857 -16.618 -17.535
H -10.318 -15.438 -16.403
H -10.388 -15.050 -19.571
H -10.821 -13.800 -18.429
H -11.977 -14.358 -19.615
H -9.760 -18.548 -16.092
H -10.706 -18.792 -14.896
C -19.962 -15.717 -21.855
C -18.695 -15.405 -21.202
C -17.634 -14.704 -22.076
O -17.024 -15.517 -23.073
C -16.004 -14.882 -23.786
N -18.905 -14.573 -19.998
H -20.516 -14.891 -22.301
H -20.681 -16.227 -21.214
H -19.716 -16.381 -22.684
H -18.249 -16.322 -20.818
H -16.773 -14.459 -21.455
H -18.042 -13.774 -22.472
H -15.599 -15.593 -24.506
H -15.219 -14.778 -23.037
H -16.351 -13.960 -24.254
H -19.556 -15.017 -19.366
H -18.018 -14.706 -19.533
C -18.064 -10.303 -14.563
C -17.100 -11.551 -14.451
C -17.457 -12.720 -15.423
O -18.824 -13.115 -15.261
C -19.180 -14.228 -16.043
N -15.792 -11.043 -14.646
H -18.887 -10.550 -13.892
H -18.464 -10.234 -15.575
H -17.646 -9.314 -14.376
H -17.251 -11.978 -13.459
H -16.785 -13.550 -15.203
H -17.281 -12.450 -16.464
H -19.086 -13.934 -17.089
H -20.210 -14.533 -15.858
H -18.479 -15.024 -15.792
H -15.875 -10.528 -15.510
H -15.572 -10.312 -13.985
C -13.719 -18.274 -20.170
C -14.373 -17.346 -21.231
C -13.912 -17.611 -22.721
O -12.504 -17.410 -22.792
C -12.082 -16.008 -22.680
N -15.821 -17.457 -21.203
H -13.789 -19.316 -20.481
H -14.319 -18.305 -19.261
H -12.678 -17.973 -20.050
H -14.036 -16.367 -20.890
H -14.415 -17.001 -23.472
H -14.184 -18.661 -22.829
H -12.603 -15.441 -23.451
H -11.019 -15.879 -22.885
H -12.305 -15.506 -21.738
H -16.120 -18.373 -21.506
H -16.190 -16.868 -21.936

HOMO, eV: -9.20
Total charge: 0
Gap between HOMO and LUMO, eV: 9.76
SMILES string: COC[C@H](C)N.COC[C@H](C)N.COC[C@H](C)N.COC[C@H](C)N.COC[C@H](C)N.CCO.O.O
Calculated total energy, eV: -47694.5779
M, g mol⁻¹: 527.79